*one*
A single C8H14N2 molecule, computed with wB97M-V/def2-TZVPD.

## Properties
E_HOMO (spin up / spin down), eV: -6.011 / -7.007

Geometry (Å):
C  -2.180  1.234  0.152
C  -2.561  -0.041  0.305
C  -0.799  1.723  -0.107
C  2.289  -0.406  0.836
C  1.508  -1.329  0.038
C  0.138  0.835  0.413
C  1.322  0.202  -0.156
C  1.982  0.718  -1.420
N  -1.634  -1.023  0.550
N  -2.009  -2.309  0.307
H  -2.862  2.029  0.072
H  -3.579  -0.284  0.110
H  -0.772  2.140  -1.114
H  -0.627  2.532  0.647
H  2.115  -0.232  1.912
H  3.292  -0.213  0.557
H  2.001  -1.929  -0.815
H  0.554  -1.677  0.476
H  -0.066  0.361  1.372
H  1.633  1.850  -1.545
H  1.581  0.273  -2.359
H  3.073  0.855  -1.160
H  -1.397  -2.807  0.920
H  -3.002  -2.500  0.008


*two*
A single C8H14N2 molecule, computed with wB97M-V/def2-TZVPD.

## Properties
SMILES: C[C@@H]1CNN2[C@]3(C)[C@H]1[C@]23C
E_HOMO, eV: -7.311

Geometry (Å):
C  -0.599  -0.767  1.722
C  0.686  0.707  0.322
C  0.785  -0.385  1.303
C  -0.711  0.976  -0.360
C  0.278  0.274  -1.073
C  1.326  -1.736  0.769
C  -1.577  2.144  -0.285
C  0.894  0.287  -2.393
N  -1.308  -1.191  0.509
N  -1.311  -0.386  -0.586
H  -0.682  -1.516  2.461
H  -1.142  0.065  1.989
H  1.343  1.559  0.241
H  1.344  -0.129  2.164
H  0.966  -1.920  -0.212
H  0.940  -2.500  1.491
H  2.411  -1.700  0.779
H  -1.210  2.995  -0.783
H  -1.882  2.556  0.623
H  -2.497  1.886  -0.785
H  1.932  -0.166  -2.600
H  0.997  1.405  -2.501
H  0.182  -0.197  -3.124
H  -1.167  -2.259  0.329


Of them, *one* has the lowest stability.


*one*
C24H73N5O12 as an isolated structure, computed with wB97M-V/def2-TZVPD.

## Properties
E_HOMO, eV: -8.200

Geometry (Å):
C  0.045  -0.360  -3.756
C  0.896  -1.137  -4.731
O  1.341  -2.278  -4.149
H  0.614  0.060  -2.927
H  -0.773  -0.915  -3.295
H  -0.277  0.521  -4.311
H  1.704  -0.561  -5.183
H  0.338  -1.436  -5.618
H  1.921  -1.953  -3.457
C  3.568  1.970  1.438
C  3.575  2.978  2.598
O  3.098  2.309  3.690
H  2.583  1.651  1.098
H  4.099  1.066  1.737
H  3.920  2.439  0.519
H  3.020  3.910  2.494
H  4.548  3.326  2.945
H  2.275  1.903  3.408
C  1.188  3.773  0.105
C  0.827  3.107  1.428
O  -0.507  2.691  1.471
H  0.688  4.742  0.137
H  0.745  3.290  -0.765
H  2.272  3.869  0.052
H  0.975  3.840  2.221
H  1.534  2.309  1.655
H  -0.978  2.875  0.655
C  -2.169  1.316  3.311
C  -2.208  -0.043  2.562
O  -0.968  -0.668  2.872
H  -1.958  1.249  4.379
H  -3.002  2.005  3.170
H  -1.355  1.884  2.861
H  -2.225  0.038  1.475
H  -2.990  -0.579  3.099
H  -1.108  -1.200  3.659
C  3.812  -0.446  -1.533
C  2.468  -0.466  -2.291
O  2.778  -1.195  -3.454
H  4.036  -1.461  -1.202
H  3.714  0.167  -0.637
H  4.676  -0.052  -2.068
H  2.206  0.582  -2.437
H  1.713  -1.011  -1.724
H  3.416  -0.702  -3.975
C  -0.618  -4.063  3.287
C  0.345  -3.012  2.814
O  1.447  -3.355  2.000
H  -0.146  -4.603  4.107
H  -0.899  -4.749  2.488
H  -1.515  -3.544  3.627
H  0.774  -2.279  3.497
H  -0.175  -2.308  2.164
H  1.820  -2.505  1.754
C  -3.939  -2.017  0.297
C  -2.497  -2.332  -0.034
O  -2.211  -3.642  0.426
H  -4.248  -2.221  1.322
H  -4.527  -2.589  -0.421
H  -4.095  -0.951  0.132
H  -1.818  -1.599  0.403
H  -2.256  -2.361  -1.097
H  -1.320  -3.865  0.149
C  2.380  -0.251  3.531
C  0.972  0.271  3.358
O  0.993  1.327  2.437
H  2.676  -1.020  4.244
H  2.942  0.615  3.882
H  2.889  -0.395  2.577
H  0.440  0.666  4.224
H  0.401  -0.590  3.011
H  0.077  1.538  2.241
C  -0.425  -3.109  -1.839
C  -0.275  -3.926  -3.046
O  1.116  -3.936  -3.309
H  -0.927  -2.158  -2.022
H  0.535  -2.939  -1.352
H  -1.071  -3.570  -1.093
H  -0.853  -3.463  -3.845
H  -0.681  -4.929  -2.915
H  1.230  -3.083  -3.734
C  -3.053  1.972  0.009
O  -2.298  2.597  0.749
N  -2.665  0.933  -0.642
N  -4.182  2.414  -0.516
H  -3.399  0.411  -1.101
H  -1.690  0.701  -0.513
H  -4.707  1.916  -1.221
H  -4.388  3.374  -0.280
C  -2.177  3.086  -2.713
O  -1.915  3.841  -1.839
N  -2.563  1.917  -2.586
N  -2.006  3.260  -3.978
H  -2.833  1.453  -1.731
H  -2.627  1.374  -3.435
H  -1.884  4.253  -4.120
H  -2.600  2.622  -4.488
C  0.889  -1.595  1.139
C  0.663  -0.759  -0.174
C  -0.718  -0.047  0.063
O  -1.053  0.457  -1.222
C  -0.630  1.801  -1.422
N  1.765  0.178  -0.228
H  1.085  -0.919  1.971
H  1.832  -2.139  1.098
H  -0.047  -2.101  1.377
H  0.598  -1.389  -1.062
H  -0.681  0.650  0.900
H  -1.461  -0.834  0.188
H  -1.302  2.519  -1.893
H  0.245  1.681  -2.061
H  -0.288  2.263  -0.496
H  1.873  0.766  -1.042
H  1.602  0.884  0.476


*two*
A 10-piece molecular cluster, C24H73N5O12 overall, computed with wB97M-V/def2-TZVPD.

## Properties
SMILES: COC[C@H](C)N.COC[C@H](C)N.COC[C@H](C)N.COC[C@H](C)N.COC[C@H](C)N.OCCO.OCCO.O.O.O
E_HOMO, eV: -9.116

Geometry (Å):
C  1.122  4.562  4.659
C  2.510  4.221  4.202
C  2.857  2.804  4.714
O  4.146  2.422  4.267
C  5.250  2.968  4.980
N  2.691  4.188  2.738
H  1.120  4.524  5.801
H  0.417  3.758  4.355
H  0.808  5.556  4.318
H  3.211  4.941  4.723
H  2.287  1.983  4.237
H  2.677  2.737  5.812
H  6.080  2.360  4.647
H  4.948  2.772  6.014
H  5.495  4.065  4.792
H  3.641  3.822  2.612
H  2.632  5.171  2.522
C  3.816  -0.956  1.279
C  5.151  -0.273  1.153
C  4.954  1.041  0.274
O  4.465  0.721  -1.020
C  4.769  1.687  -1.994
N  5.835  -0.115  2.455
H  4.012  -1.964  1.748
H  3.281  -1.199  0.373
H  3.232  -0.385  1.925
H  5.876  -0.873  0.618
H  6.041  1.469  0.197
H  4.325  1.760  0.769
H  5.219  1.283  -2.876
H  5.523  2.428  -1.672
H  3.895  2.267  -2.243
H  6.610  0.520  2.312
H  5.149  0.386  3.067
C  0.189  1.330  1.686
C  0.206  0.219  0.645
C  -1.130  -0.069  0.049
O  -2.143  -0.683  0.836
C  -1.921  -2.120  0.916
N  0.967  0.709  -0.582
H  -0.342  0.913  2.564
H  -0.218  2.268  1.267
H  1.170  1.646  2.052
H  0.672  -0.776  0.946
H  -0.903  -0.682  -0.809
H  -1.596  0.914  -0.181
H  -1.825  -2.458  -0.115
H  -2.835  -2.579  1.334
H  -1.069  -2.314  1.523
H  0.884  0.022  -1.332
H  1.857  0.987  -0.262
C  -6.249  -1.747  -2.774
C  -4.759  -1.634  -2.857
C  -4.075  -0.511  -2.071
O  -4.653  0.692  -2.389
C  -3.958  1.766  -1.787
N  -4.053  -2.826  -2.409
H  -6.571  -1.745  -1.729
H  -6.546  -2.735  -3.188
H  -6.799  -0.961  -3.309
H  -4.524  -1.447  -3.874
H  -2.981  -0.526  -2.306
H  -4.244  -0.810  -1.025
H  -2.890  1.820  -2.133
H  -4.109  1.935  -0.723
H  -4.450  2.627  -2.171
H  -4.433  -3.570  -3.002
H  -3.092  -2.714  -2.692
C  1.522  -4.907  -1.514
C  0.384  -3.948  -1.615
C  0.292  -3.087  -2.881
O  -0.769  -2.152  -2.717
C  -0.705  -1.211  -3.758
N  -0.992  -4.503  -1.501
H  2.524  -4.418  -1.412
H  1.687  -5.661  -2.315
H  1.405  -5.580  -0.621
H  0.567  -3.238  -0.827
H  0.131  -3.698  -3.730
H  1.300  -2.621  -3.041
H  0.259  -0.749  -3.666
H  -1.391  -0.407  -3.487
H  -0.916  -1.693  -4.704
H  -1.627  -3.741  -1.286
H  -1.169  -5.231  -0.781
C  -3.900  3.103  1.815
C  -3.396  1.912  2.668
O  -4.136  0.696  2.431
O  -5.250  2.843  1.394
H  -3.222  3.222  0.895
H  -3.912  4.090  2.362
H  -3.640  2.132  3.737
H  -2.361  1.643  2.547
H  -3.633  0.389  1.683
H  -5.329  1.888  1.287
C  1.531  4.205  -0.607
C  1.398  3.862  -2.084
O  0.546  2.790  -2.369
O  2.356  3.159  -0.064
H  0.564  4.269  -0.130
H  1.975  5.239  -0.393
H  2.439  3.757  -2.444
H  1.049  4.732  -2.594
H  0.628  2.175  -1.583
H  2.461  3.258  0.906
O  -2.804  -6.782  0.228
H  -3.114  -6.928  -0.661
H  -3.058  -7.503  0.797
O  -2.280  -5.294  -4.014
H  -1.542  -5.521  -4.571
H  -1.912  -5.001  -3.146
O  -3.823  -7.190  -3.026
H  -4.548  -7.272  -3.614
H  -3.207  -6.611  -3.451


Of them, *one* has the lowest stability.


*one*
C18H22N2O4S as an isolated structure, computed with wB97M-V/def2-TZVPD.

## Properties
E_HOMO, eV: -8.295

Geometry (Å):
C  7.825  0.515  0.689
H  7.875  1.271  1.371
C  6.777  0.750  -0.405
C  5.324  0.492  0.296
H  5.230  -0.629  0.654
C  4.056  0.584  -0.613
N  2.743  0.424  0.167
C  1.948  -0.417  -0.368
O  2.092  -1.284  -1.186
C  0.776  -0.433  0.560
C  -0.424  -1.014  0.679
C  -1.322  -0.420  1.481
N  -0.616  0.401  1.873
O  0.582  0.763  1.416
C  -2.611  -0.872  1.840
H  -2.838  -0.727  3.157
H  -2.809  -2.040  1.736
S  -3.799  0.269  1.232
C  -2.919  0.492  -0.539
C  -2.845  -0.758  -1.041
C  -2.187  -0.808  -2.456
C  -1.812  0.490  -2.743
C  -1.965  1.696  -2.184
C  -2.698  1.655  -0.851
C  -2.906  3.084  -0.582
H  -3.704  2.844  0.283
C  -1.704  3.164  0.515
H  -1.509  2.796  1.288
H  -1.986  4.287  1.069
H  -0.777  3.373  -0.017
H  -3.090  3.786  -1.148
H  -1.669  2.494  -2.799
H  -1.125  0.445  -3.814
H  -1.988  -1.862  -2.905
H  -3.212  -1.798  -0.741
C  -0.600  -2.360  0.119
O  -1.518  -3.230  0.339
O  0.138  -2.963  -0.624
H  0.896  -2.344  -1.081
H  2.496  1.349  0.818
H  4.232  -0.191  -1.261
H  4.024  1.719  -0.921
H  5.085  1.248  1.128
H  6.627  1.493  -0.840
H  6.594  -0.044  -1.224
H  7.901  -0.524  1.074
H  8.808  0.504  0.130


*two*
A single C18H22N2O4S molecule, computed with wB97M-V/def2-TZVPD.

## Properties
SMILES: Cc1ccc(S(=O)(=O)N2CCCC[C@@H]2C(=O)NCc2ccco2)cc1
E_HOMO, eV: -8.478

Geometry (Å):
C  6.513  0.914  -0.590
C  5.090  0.822  -0.132
C  4.196  1.859  -0.373
C  2.887  1.780  0.072
C  2.475  0.659  0.763
C  3.346  -0.385  1.014
C  4.651  -0.300  0.567
H  5.340  -1.109  0.761
H  2.989  -1.240  1.566
S  0.787  0.505  1.321
O  0.757  -0.057  2.639
O  0.106  1.758  1.102
N  0.201  -0.641  0.287
C  0.043  -0.274  -1.105
C  -1.213  -0.901  -1.697
C  -1.172  -2.429  -1.579
C  -0.495  -2.884  -0.276
H  0.552  -3.132  -0.459
H  -0.998  -3.763  0.122
C  -0.544  -1.777  0.777
C  -2.005  -1.472  1.158
O  -2.850  -2.346  1.170
N  -2.254  -0.197  1.502
H  -1.530  0.506  1.455
C  -3.596  0.260  1.814
C  -4.162  1.041  0.674
C  -4.663  0.635  -0.529
C  -4.981  1.815  -1.244
C  -4.646  2.847  -0.424
O  -4.148  2.389  0.735
H  -4.716  3.910  -0.543
H  -5.402  1.881  -2.226
H  -4.797  -0.377  -0.853
H  -4.196  -0.636  1.994
H  -3.567  0.885  2.709
H  -0.049  -2.099  1.701
H  -2.193  -2.808  -1.610
H  -0.633  -2.851  -2.429
H  -1.302  -0.606  -2.743
H  -2.084  -0.511  -1.168
H  -0.008  0.817  -1.157
H  0.928  -0.606  -1.667
H  2.180  2.577  -0.097
H  4.526  2.735  -0.911
H  6.624  1.656  -1.376
H  6.864  -0.048  -0.958
H  7.150  1.204  0.245


Of them, *one* has the lowest stability.